C2H4OS | ωB97M-V/def2-TZVPD

Atoms and positions in Å:
C1 0.436611 -0.185848 -0.413071
C2 -0.826478 0.218739 0.308168
O1 1.318678 -1.053714 0.185340
S1 1.997144 0.597328 0.013863
H1 0.370688 -0.409039 -1.531831
H2 -0.669695 0.187136 1.396259
H3 -1.622365 -0.533714 0.126372
H4 -1.004585 1.179113 -0.085099

Force components x, y, z for each atom (eV/Å):
-0.022 -0.575 -1.555
0.699 -2.073 0.397
0.674 0.831 0.350
-0.528 -1.122 0.116
-0.228 0.573 1.454
0.170 0.464 -0.385
0.274 0.690 -0.307
-1.040 1.211 -0.070

Properties
F_max in eV/A: 2.22
HOMO energy in eV: -9.08
Relative energy (zero: lowest compared OMol25 entry of this formula, charge and spin) in eV: 1.840
E in eV: -15019.6260
Total charge: 0
SMILES: C[C@@H]1OS1


C42H64BILaN9O4S3 | ωB97M-V/def2-TZVPD

Atoms and positions in Å:
La1 -0.092047 0.500420 0.608640
C1 -2.667546 -1.036803 5.398071
C2 -2.143665 -0.677780 4.012748
C3 -2.553034 0.741696 3.657374
C4 -0.650600 -0.884572 3.930780
C5 0.193386 -1.116067 5.007464
C6 1.460584 -1.226902 4.473841
C7 2.722586 -1.440425 5.254982
C8 2.726975 -2.809046 5.936117
C9 2.871783 -0.338183 6.305498
N1 1.370789 -1.079636 3.138108
N2 0.059202 -0.855811 2.792225
B1 2.493175 -1.318423 2.067876
N3 3.107840 -0.006684 1.475365
N4 2.503514 0.692107 0.456106
C10 3.401551 1.569054 0.009361
C11 4.576737 1.479210 0.743453
C12 4.360404 0.472140 1.660203
C13 5.308405 0.022653 2.732567
C14 6.737686 -0.057511 2.203121
C15 5.215472 0.971153 3.926860
C16 3.133218 2.465898 -1.158941
C17 4.214493 2.295922 -2.223857
C18 3.009689 3.922992 -0.719983
N5 2.011843 -2.242855 0.919226
N6 1.002467 -1.891100 0.058705
C19 0.851979 -2.904019 -0.789148
C20 1.740212 -3.929637 -0.473048
C21 2.467261 -3.478393 0.604525
C22 3.630528 -4.204480 1.225307
C23 3.458058 -4.578471 2.694964
C24 4.965139 -3.511063 0.963977
C25 -0.028441 -2.892626 -2.007949
C26 0.837128 -2.825690 -3.263955
C27 -1.084407 -1.806650 -2.031003
H1 -3.753845 -0.960503 5.421892
H2 -2.388734 -2.047142 5.695797
H3 -2.279362 -0.345693 6.148528
H4 -2.621198 -1.356403 3.298837
H5 -2.071107 1.459945 4.324885
H6 -2.266037 1.024831 2.644373
H7 -3.634051 0.861383 3.725109
H8 -0.077161 -1.183541 6.042809
H9 3.566408 -1.384608 4.567187
H10 1.934335 -2.859273 6.684024
H11 2.562159 -3.624287 5.234242
H12 3.675756 -2.980144 6.444940
H13 2.087559 -0.422878 7.056947
H14 3.831878 -0.421039 6.814765
H15 2.796724 0.656009 5.868480
H16 3.360040 -1.886733 2.626161
H17 5.472048 2.057054 0.614646
H18 5.011760 -0.972342 3.062643
H19 7.111763 0.933759 1.945490
H20 7.405451 -0.469863 2.959445
H21 6.806143 -0.680085 1.312408
H22 5.590157 1.959084 3.656163
H23 4.184451 1.096629 4.251594
H24 5.804065 0.600578 4.765766
H25 2.188273 2.143558 -1.593861
H26 5.188230 2.601481 -1.840235
H27 4.297350 1.261699 -2.553574
H28 3.992829 2.911698 -3.095132
H29 3.945388 4.262652 -0.271645
H30 2.793826 4.566390 -1.572430
H31 2.215579 4.048053 0.014407
H32 1.866776 -4.868776 -0.980346
H33 3.648227 -5.147883 0.663431
H34 3.633976 -3.731024 3.352381
H35 2.458790 -4.960325 2.901556
H36 4.175994 -5.354652 2.959393
H37 5.004500 -2.532504 1.434203
H38 5.781953 -4.108597 1.368080
H39 5.142124 -3.370870 -0.101982
H40 -0.550052 -3.858739 -2.015739
H41 1.328491 -1.854482 -3.343449
H42 1.605611 -3.596040 -3.260891
H43 0.221937 -2.954703 -4.153873
H44 -1.601629 -1.800981 -2.992058
H45 -1.823024 -1.897901 -1.238041
H46 -0.630571 -0.809752 -1.968568
O1 -2.270195 -1.025807 0.823349
H47 -2.386047 -1.827818 1.340091
H48 -3.151665 -0.570454 0.779537
O2 0.058745 2.796904 -1.044248
H49 -0.881373 3.037897 -1.022118
H50 0.240819 2.526061 -1.964825
I1 1.120026 2.535559 3.547827
C28 -0.321236 2.708736 1.925915
H51 0.035777 3.598898 1.401782
H52 -1.228620 3.005213 2.455584
O3 -6.901096 -0.359658 0.411311
S1 -6.111295 0.660762 1.032546
O4 -6.132427 0.801768 2.457318
N7 -4.541995 0.512387 0.515356
C29 -4.175124 1.508572 -0.221601
S2 -2.637338 1.621811 -0.959953
C30 -5.221515 2.554608 -0.429941
C31 -5.161165 3.723884 -1.165444
C32 -6.290838 4.529251 -1.191668
C33 -7.444014 4.173129 -0.496168
C34 -7.502788 2.993000 0.240678
C35 -6.370493 2.208597 0.243139
H53 -4.258231 3.982122 -1.705054
H54 -6.279350 5.450391 -1.758184
H55 -8.306968 4.822744 -0.529653
H56 -8.391587 2.708947 0.781670
N8 -0.622425 2.206967 -5.918362
C36 -0.724669 1.664167 -4.693804
S3 0.652819 1.153356 -3.851533
N9 -1.957166 1.498735 -4.178842
C37 -3.173046 2.136132 -4.520699
C38 -4.344475 1.439000 -4.234492
C39 -5.571433 2.033303 -4.462896
C40 -5.640247 3.315187 -4.992791
C41 -4.471354 4.002425 -5.272517
C42 -3.232416 3.425676 -5.027978
H57 0.289603 2.204384 -6.340888
H58 -1.432074 2.294653 -6.510589
H59 -1.969931 1.037987 -3.274027
H60 -4.281012 0.443888 -3.818997
H61 -6.475005 1.490198 -4.223367
H62 -6.601372 3.775547 -5.172922
H63 -4.514075 5.006763 -5.670007
H64 -2.330371 3.993874 -5.197567

Force components x, y, z for each atom (eV/Å):
-0.586 0.179 -0.421
-0.031 0.023 0.130
0.054 -0.189 -0.140
0.012 0.294 -0.083
-0.091 0.084 -0.094
0.011 -0.022 -0.055
0.175 -0.012 -0.048
0.098 0.027 -0.083
-0.064 -0.061 0.050
0.011 0.036 0.023
-0.207 -0.094 -0.182
0.092 -0.012 0.227
-0.025 0.088 -0.011
-0.008 0.044 -0.050
0.187 -0.246 0.161
-0.263 0.126 -0.164
0.044 -0.093 0.047
-0.140 -0.145 0.109
-0.035 -0.099 -0.038
0.063 0.043 0.010
-0.006 0.088 0.021
-0.082 -0.039 -0.025
0.057 0.045 -0.013
0.046 0.006 0.066
-0.259 -0.027 0.066
0.230 -0.007 0.146
-0.103 0.205 -0.183
0.111 -0.078 0.087
0.153 0.240 0.119
-0.130 -0.288 -0.194
0.017 0.004 0.083
0.069 0.042 -0.027
-0.186 -0.246 0.109
0.096 0.065 -0.109
-0.104 0.334 0.042
-0.037 -0.002 -0.051
0.009 -0.051 -0.030
0.025 0.025 0.007
0.024 0.008 0.066
-0.011 -0.028 0.046
-0.006 -0.077 -0.030
-0.063 -0.016 0.027
-0.009 -0.017 0.129
0.001 0.001 0.047
-0.031 0.013 0.033
0.005 0.014 -0.055
0.051 0.004 0.023
-0.062 -0.016 0.054
0.057 -0.018 0.015
-0.011 0.014 -0.046
0.100 -0.030 0.040
0.098 0.064 -0.013
0.016 -0.016 -0.011
0.006 0.049 -0.020
-0.002 -0.014 0.061
-0.032 -0.060 -0.040
0.024 0.036 -0.028
-0.045 -0.022 -0.004
0.049 -0.035 0.055
0.053 0.020 -0.017
0.062 0.028 0.033
-0.034 -0.087 0.005
-0.044 0.037 -0.032
0.031 0.005 0.018
-0.036 0.018 -0.067
-0.017 -0.016 0.016
0.007 -0.086 -0.056
0.041 0.080 0.099
0.018 0.035 -0.006
-0.065 -0.021 -0.038
0.050 -0.042 0.025
-0.006 0.097 0.060
0.054 -0.054 0.019
-0.043 -0.018 -0.053
0.046 0.049 -0.014
0.019 0.026 0.047
0.034 -0.048 -0.007
-0.042 -0.020 -0.065
-0.052 -0.093 -0.023
0.064 -0.052 -0.033
0.109 -0.003 0.004
0.009 0.257 -0.044
0.118 -0.009 0.055
0.065 -0.159 -0.016
0.124 -0.386 -0.019
0.047 0.134 0.006
-0.103 0.050 -0.039
0.123 -0.009 0.046
-0.099 0.186 0.157
0.006 -0.031 -0.030
-0.003 0.012 -0.002
-0.071 0.002 0.053
0.108 -0.154 0.069
-0.044 -0.034 0.052
0.160 -0.300 0.199
0.163 0.101 -0.359
0.003 0.096 0.114
0.226 -0.088 -0.049
0.068 -0.051 -0.046
-0.070 0.020 0.020
0.009 -0.076 0.045
0.098 0.211 -0.187
-0.397 0.150 0.083
-0.027 0.010 0.018
0.012 0.019 -0.017
-0.039 0.035 -0.001
-0.079 -0.040 0.047
0.016 0.013 -0.029
0.091 -0.245 -0.005
-0.156 0.155 -0.086
0.255 0.038 0.323
-0.072 -0.186 -0.030
0.002 0.143 -0.071
-0.014 -0.013 0.017
-0.027 -0.021 0.022
-0.005 0.047 -0.021
-0.072 0.042 0.011
-0.010 0.010 0.028
-0.016 0.030 -0.003
-0.002 0.033 -0.067
0.011 -0.083 0.036
-0.047 0.000 -0.001
-0.025 0.025 -0.019
-0.014 0.050 -0.012
0.070 0.020 -0.014

Properties
F_max in eV/A: 0.74
HOMO energy in eV: -7.36
Relative energy (zero: lowest compared OMol25 entry of this formula, charge and spin) in eV: 0.000
E in eV: -108344.2379
Total charge: 0